{"formula": "C3H4N2O2", "method": "ωB97M-V with the def2-TZVPD basis set", "relative_energy_kcal_mol": 108.17, "gap_ev": 10.1, "total_energy_ev": -10247.5743, "fmax_ev_per_a": 6.2, "elements": ["C", "C", "C", "H", "H", "H", "H", "N", "N", "O", "O"], "coordinates": [[-1.729979, 1.638710, 0.652603], [0.128831, 0.226864, 0.182763], [1.374342, -1.105907, -0.693636], [-1.869233, 1.354134, 1.893168], [-1.996621, 2.678332, 0.458136], [-2.155719, 0.897888, -0.127423], [2.271560, -1.498350, -1.385804], [1.348578, 0.127779, -0.335261], [0.366381, -1.804517, -0.426870], [-0.326484, 1.373501, 0.307192], [-0.535249, -0.905107, 0.148615]], "forces_ev_per_a": [[0.30, -3.37, 1.47], [3.09, -1.78, -2.44], [4.71, -2.31, -3.28], [0.02, 0.70, -3.89], [0.48, -0.28, -0.01], [-0.80, 1.37, 1.92], [-2.24, 0.49, 2.08], [-0.45, 3.26, 1.45], [-2.27, -3.43, -0.19], [-2.38, 4.92, 2.05], [-0.47, 0.42, 0.84]], "nbo_charge": [-0.274, 0.776, 0.173, 0.207, 0.218, 0.215, 0.211, -0.555, -0.206, -0.453, -0.311]}